Record 1
A molecular structure, C4H11O2Yb at a distorted geometry. Source: the Open Molecules 2025 dataset; level of theory: the ωB97M-V functional and the def2-TZVPD basis.

Properties
Net charge: +1
Orbital gap (spin up / spin down) (eV): 4.924 / 4.999
E_LUMO (spin up / spin down) (eV): -4.5 / -4.5
Largest force on an atom (eV Å⁻¹): 3.86
HOMO level (spin up / spin down) (eV): -9.42 / -9.54

Cartesian coordinates (Å):
C -2.2311 0.5166 -1.2422
O -0.9420 0.4313 -0.6227
C -0.1676 -0.7050 -1.0285
C 1.2232 -0.5403 -0.4659
O 1.0941 -0.1847 0.9181
C 2.3032 -0.2992 1.6755
H -2.7374 1.3951 -0.8312
H -2.1021 0.6337 -2.3248
H -2.8087 -0.3907 -1.0222
H -0.1214 -0.7458 -2.1246
H -0.6516 -1.6157 -0.6477
H 1.7791 0.2548 -0.9830
H 1.7701 -1.4879 -0.5523
H 3.0732 0.3548 1.2463
H 2.0763 0.0050 2.7014
H 2.6371 -1.3436 1.6610
Yb -0.5066 1.2222 1.3503
H -3.6875 2.4995 2.2924

=====

Record 2
2 unconnected molecules or ions with the total composition C9H14O at a distorted geometry. Source: the Open Molecules 2025 dataset; level of theory: the ωB97M-V functional and the def2-TZVPD basis.

Properties
Relative energy (zero: lowest compared OMol25 entry of this formula, charge and spin) (kJ/mol): 220.8
SMILES: Cc1ccccc1.CCO
Orbital gap (eV): 9.910
E_LUMO (eV): 0.9
Largest force on an atom (eV Å⁻¹): 4.22
HOMO level (eV): -9.02

Cartesian coordinates (Å):
C -0.6398 1.9862 -1.3651
C -1.0952 0.5714 -0.9823
C -1.0201 0.2340 0.3238
C -1.4016 -1.0339 0.7492
C -1.7339 -2.0069 -0.2285
C -1.9159 -1.5591 -1.6329
C -1.7199 -0.2287 -1.8913
H -0.0657 2.6228 -0.6571
H -1.4607 2.4642 -2.0079
H 0.1926 1.9979 -2.2412
H -0.7187 0.8243 1.1862
H -1.4821 -1.1369 1.8907
H -2.1560 -2.9640 0.1162
H -2.2815 -2.1569 -2.4302
H -1.9705 -0.0167 -2.9721
C 3.3889 -0.0322 2.1623
C 2.4253 -0.0058 0.9797
O 1.9827 1.3092 1.0698
H 3.9451 0.9086 2.2563
H 4.0642 -0.9745 2.1042
H 2.8759 -0.1436 3.0796
H 2.8816 -0.1911 -0.0285
H 1.4997 -0.6557 1.0512
H 1.0882 1.3984 1.4046

=====

Record 3
A molecular structure, C43H116N2O16 at a distorted geometry. Source: the Open Molecules 2025 dataset; level of theory: the ωB97M-V functional and the def2-TZVPD basis.

Properties
Orbital gap (eV): 7.776
E_LUMO (eV): 0.1
Largest force on an atom (eV Å⁻¹): 18.92
HOMO level (eV): -7.71

Cartesian coordinates (Å):
C 2.9493 -0.3700 -5.2561
C 2.8278 -1.5007 -4.1649
C 1.9918 -0.8988 -3.0398
C 0.5108 -0.7315 -3.3677
C -0.0220 -2.1214 -3.8223
C 0.7733 -2.8448 -4.9209
N 2.1991 -2.7595 -4.6910
O 3.0188 -3.4631 -5.5875
C 0.4238 -4.3179 -4.8014
C 0.3543 -2.3478 -6.3564
C 4.2759 -1.8799 -3.6583
H 1.9825 -0.0267 -5.6244
H 3.4002 -0.9233 -6.0799
H 3.5119 0.4754 -4.8600
H 2.0350 -1.5070 -2.1363
H 2.4218 0.0780 -2.8183
H 0.4226 -0.1148 -4.2621
H -0.0295 -0.2977 -2.5264
H -0.9867 -1.8378 -4.2431
H -0.1669 -2.6764 -2.8954
H 0.7517 -4.7105 -3.8389
H -0.6606 -4.4237 -4.7707
H 0.8662 -4.9568 -5.5657
H 0.4028 -1.2916 -6.6210
H 1.1001 -2.8186 -6.9969
H -0.6202 -2.7479 -6.6365
H 4.6855 -1.2153 -2.8976
H 4.9847 -2.0233 -4.4739
H 4.2364 -2.8785 -3.2233
H 3.1407 -4.2807 -5.0994
C -0.9877 -0.4358 1.9235
C -0.3480 -0.8006 0.6143
C -1.3333 -0.5625 -0.5582
C -1.4752 0.8992 -0.9405
C -0.0590 1.3874 -1.3930
C 1.0133 1.2491 -0.2234
N 0.9218 -0.1372 0.3516
O 1.8723 -0.3924 1.2925
C 2.3692 1.4211 -0.9285
C 0.7452 2.3336 0.8145
C -0.1144 -2.2995 0.6235
H -1.6606 -1.2467 2.2022
H -1.3883 0.5770 1.8809
H -0.2509 -0.3556 2.7227
H -0.9383 -1.0324 -1.4588
H -2.3121 -1.0103 -0.3862
H -1.8989 1.5161 -0.1480
H -2.1376 0.9759 -1.8027
H -0.0943 2.4235 -1.7299
H 0.2656 0.9596 -2.3415
H 2.5889 0.5611 -1.5612
H 2.5029 2.2142 -1.6641
H 3.1615 1.4451 -0.1804
H 1.5731 2.3625 1.5230
H 0.8631 3.1980 0.1610
H -0.2308 2.3653 1.2988
H -1.0603 -2.8264 0.4982
H 0.3158 -2.5802 1.5849
H 0.5670 -2.6177 -0.1655
H 2.3200 -1.1636 0.9368
C 0.8390 2.1261 5.4377
C -0.2456 1.1810 4.9551
O -0.3237 1.2824 3.5335
H 0.9099 2.0581 6.5233
H 0.6473 3.1759 5.2156
H 1.8096 1.8168 5.0499
H -1.1960 1.3648 5.4562
H -0.0617 0.1674 5.3113
H 0.5495 0.9963 3.2556
C -3.5194 0.9612 0.4873
C -4.9882 0.5076 0.6141
O -5.1194 -0.6278 1.5022
H -2.9043 0.1144 0.1828
H -3.1730 1.2794 1.4706
H -3.2678 1.6864 -0.2866
H -5.3813 0.2906 -0.3791
H -5.6321 1.3264 0.9351
H -4.7381 -0.5118 2.3756
C 2.0923 -4.4369 1.8897
C 2.3179 -3.2449 2.8093
O 3.4576 -2.5339 2.4663
H 2.9688 -5.0834 1.8453
H 1.9472 -4.0037 0.9001
H 1.2437 -5.0963 2.0718
H 2.3475 -3.5848 3.8445
H 1.4255 -2.6197 2.7806
H 3.2946 -2.1425 1.6050
C -2.4388 2.6572 -2.6871
C -3.7736 3.0650 -2.1868
O -4.7998 2.3253 -2.7266
H -2.2460 1.6219 -2.4061
H -1.5866 3.2826 -2.4213
H -2.4673 2.5160 -3.7676
H -3.8455 4.0842 -2.5666
H -3.9363 3.1560 -1.1128
H -4.7233 1.4022 -2.4744
C -3.0811 -3.7971 0.9025
C -3.3781 -2.3608 1.4582
O -3.7048 -1.4700 0.4159
H -4.0259 -4.2429 0.5916
H -2.6498 -4.3688 1.7242
H -2.4524 -3.8083 0.0122
H -2.4387 -2.0035 1.8802
H -4.0751 -2.3440 2.2960
H -4.2044 -0.7299 0.7685
C -0.1336 -1.2534 4.0800
C -0.9810 -2.3940 3.5513
O -0.5345 -3.6554 4.0071
H 0.1416 -1.2945 5.1339
H -0.6131 -0.2813 3.9648
H 0.8547 -1.2579 3.6202
H -1.0487 -2.4118 2.4635
H -2.0174 -2.2764 3.8677
H -0.5505 -4.1743 3.1995
C -0.6467 4.9251 0.6444
C -1.4825 4.5921 -0.5575
O -2.2829 5.7101 -0.9513
H 0.0095 5.7368 0.3302
H -0.0142 4.0571 0.8300
H -1.2676 5.2641 1.4737
H -2.1078 3.7406 -0.2887
H -0.8594 4.3197 -1.4093
H -1.7522 6.4622 -1.2237
C -0.7293 5.1348 3.1901
C -0.8846 3.6690 2.8062
O -1.7028 2.9742 3.7734
H -0.1575 5.6266 2.4031
H -0.1155 5.2605 4.0821
H -1.6784 5.6553 3.3186
H 0.0102 3.0660 2.6513
H -1.4176 3.5897 1.8587
H -1.2525 2.1346 3.8918
C 3.0781 2.9044 3.0768
C 3.4731 2.5484 1.6477
O 3.2396 3.5241 0.6775
H 3.5614 3.8146 3.4321
H 3.3717 2.0960 3.7465
H 2.0006 3.0574 3.1369
H 2.9567 1.6373 1.3455
H 4.5360 2.3102 1.6067
H 3.7253 3.2090 -0.0883
C -2.3086 -2.3799 -3.0687
C -3.1598 -2.3924 -1.8215
O -3.2637 -1.0908 -1.3425
H -1.3077 -2.0180 -2.8335
H -2.8394 -1.7818 -3.8094
H -2.2764 -3.3818 -3.4969
H -2.6989 -2.9163 -0.9841
H -4.0892 -2.9444 -1.9610
H -3.5267 -1.2166 -0.4279
C 4.5203 -1.7299 -0.7453
C 3.1745 -1.3207 -0.2184
O 2.6414 -2.3640 0.5160
H 4.9368 -0.9182 -1.3419
H 4.4255 -2.6110 -1.3800
H 5.3050 -1.9722 -0.0286
H 2.5254 -1.0383 -1.0472
H 3.3093 -0.3904 0.3334
H 2.5087 -3.1585 -0.0062
C 1.6461 2.1451 -3.7928
O 0.3857 2.5286 -4.3523
H 1.9438 1.1805 -4.2039
H 2.3601 2.9175 -4.0788
H 1.5591 1.9775 -2.7193
H 0.3933 3.4816 -4.4679
C 2.5221 -0.1299 3.3673
O 1.3736 0.6486 3.1014
H 2.3244 -1.1625 3.6549
H 3.2155 -0.1892 2.5285
H 3.1171 0.1970 4.2201
H 0.9854 0.3921 2.2617
C -2.5402 0.3443 3.5491
O -3.8342 -0.1194 3.0708
H -1.7651 0.0277 2.8513
H -2.6296 1.4057 3.7806
H -2.3503 -0.1885 4.4809
H -4.3552 -0.3011 3.8564

=====

Record 4
C13H10 in the gas phase at a distorted geometry. Source: the Open Molecules 2025 dataset; level of theory: the ωB97M-V functional and the def2-TZVPD basis.

Properties
Relative energy (zero: lowest compared OMol25 entry of this formula, charge and spin) (kJ/mol): 32.8
SMILES: c1ccc2c(c1)Cc1ccccc1-2
Orbital gap (eV): 8.976
E_LUMO (eV): 0.7
Largest force on an atom (eV Å⁻¹): 4.70
HOMO level (eV): -8.25

Cartesian coordinates (Å):
C 0.6568 2.8959 1.6696
C -0.6608 2.6190 1.8212
C -1.1315 1.4513 1.3197
C -0.2659 0.6762 0.5238
C 1.0920 0.8656 0.5026
C 1.6619 2.0559 1.0577
C 1.7213 -0.1667 -0.4804
C 0.5341 -0.9657 -0.9089
C 0.5308 -1.9613 -1.8953
C -0.6144 -2.7711 -1.9907
C -1.7088 -2.4516 -1.1685
C -1.7621 -1.3492 -0.3148
C -0.6316 -0.5307 -0.2725
H 1.0603 3.8434 2.0751
H -1.2120 3.2573 2.4909
H -2.1165 0.9150 1.5738
H 2.6818 2.3253 1.0639
H 2.3558 0.3610 -1.2331
H 2.2732 -0.7850 0.1744
H 1.3938 -2.3965 -2.4005
H -0.5790 -3.6301 -2.7119
H -2.5123 -3.2394 -1.1309
H -2.7670 -1.0186 0.2349

=====

Record 5
A molecular structure, C19H34AsBeN6O2S. Source: the Open Molecules 2025 dataset; level of theory: the ωB97M-V functional and the def2-TZVPD basis.

Properties
Net charge: +1
Orbital gap (eV): 8.179
E_LUMO (eV): -2.2
Largest force on an atom (eV Å⁻¹): 0.24
HOMO level (eV): -10.38

Cartesian coordinates (Å):
Be 0.6243 -0.5023 0.8710
N 2.0173 0.2322 1.6578
C 1.6150 1.0780 2.8103
C 0.8349 0.2825 3.8443
C -0.4739 -0.2670 3.3043
N -0.2143 -1.2443 2.2173
H 2.7598 -0.4026 1.9348
H 2.3708 0.8623 0.9269
H 0.9943 1.8811 2.4090
H 2.4949 1.5389 3.2624
H 0.6218 0.9285 4.6971
H 1.4508 -0.5376 4.2308
H -1.0714 0.5376 2.8717
H -1.0573 -0.7335 4.0990
H -1.0921 -1.5744 1.8191
H 0.2734 -2.0485 2.6045
N -6.2978 3.5080 0.1268
C -5.2166 2.6982 -0.0710
C -4.6751 1.9584 0.9898
C -3.5691 1.1625 0.7887
C -2.9693 1.1013 -0.4648
C -3.5013 1.8231 -1.5275
C -4.6137 2.6106 -1.3344
S -1.6061 0.0500 -0.7174
O -1.8460 -1.1501 0.0678
O -1.3848 -0.1118 -2.1265
N -0.2454 0.6787 -0.0039
C 0.2883 1.8179 -0.5942
N 1.5648 2.1115 -0.3095
C 2.0666 3.2149 -0.8638
C 1.3342 4.0260 -1.7049
C 0.0274 3.6251 -1.9384
N -0.4967 2.5391 -1.3939
H -6.8305 3.4266 0.9735
H -6.7798 3.8891 -0.6667
H -5.1410 2.0040 1.9657
H -3.1801 0.5675 1.6047
H -3.0348 1.7566 -2.4990
H -5.0325 3.1657 -2.1638
H 3.0999 3.4426 -0.6261
H 1.7535 4.9122 -2.1544
H -0.6252 4.1972 -2.5891
C 3.3287 -0.6328 -2.0983
C 2.0070 -1.3643 -2.2953
As 1.3133 -2.1349 -0.6503
C 2.7056 -3.4045 -0.1251
C 3.6795 -2.8736 0.9203
C -0.1151 -3.2910 -1.3009
C 0.3484 -4.4317 -2.1973
H 3.6736 -0.2105 -3.0425
H 4.1135 -1.3020 -1.7402
H 3.2284 0.1891 -1.3872
H 2.1120 -2.1816 -3.0110
H 1.2271 -0.6959 -2.6637
H 3.2279 -3.7016 -1.0366
H 2.1983 -4.2952 0.2505
H 4.1445 -1.9353 0.6119
H 4.4816 -3.5888 1.1031
H 3.1771 -2.7116 1.8778
H -0.8096 -2.6274 -1.8159
H -0.6461 -3.6633 -0.4227
H 0.8583 -4.0691 -3.0902
H -0.5119 -5.0113 -2.5330
H 1.0207 -5.1183 -1.6817